# 1
Here is a molecular structure, C22H22N3OPtS from the OMol25 dataset. Energies are from wB97M-V/def2-TZVPD.

Charge = +1
ΔE to the lowest compared entry with this formula, charge and spin = 29.0 kcal/mol

XYZ file:
```
50
Properties=species:S:1:pos:R:3:forces:R:3
Pt 0.586626 0.628129 0.608178 -0.276 1.240 0.441
C 0.599043 -1.723774 2.474225 -0.050 0.032 -0.076
N 0.120496 -0.343650 2.294828 0.106 -0.145 0.635
C -0.992739 0.006584 2.901456 -0.149 -0.056 -0.256
C -1.741418 1.079819 2.418657 0.156 0.155 -0.046
C -2.901649 1.757943 2.840211 0.136 -0.012 0.027
C -3.118234 2.759129 1.910174 0.054 0.102 -0.033
C -2.093300 2.655327 0.946045 -0.062 -0.009 0.054
N -1.273089 1.652053 1.245086 -0.254 -0.728 -0.398
C 0.376355 -2.463103 1.172177 -0.120 -0.009 0.071
C -0.886212 -2.981903 0.892029 0.015 0.116 -0.026
C -1.164381 -3.527180 -0.350887 0.019 -0.008 -0.040
C -0.179518 -3.561092 -1.331002 -0.038 -0.027 0.021
C 1.087653 -3.073197 -1.052276 0.055 -0.002 0.040
C 1.363234 -2.530238 0.196928 0.035 -0.114 0.028
H -0.001643 -2.183633 3.260742 0.131 -0.050 0.075
H 1.645467 -1.737076 2.782760 0.035 0.058 -0.107
H -1.347569 -0.611839 3.721324 -0.001 0.055 0.028
H -3.483241 1.552317 3.724252 0.014 -0.013 0.016
H -3.911569 3.488297 1.915436 0.001 0.001 -0.015
H -1.941396 3.259138 0.063101 -0.066 -0.035 -0.034
H -1.661198 -2.944346 1.649723 -0.002 -0.005 0.001
H -2.147750 -3.928770 -0.556508 -0.001 -0.004 0.001
H -0.394931 -3.990493 -2.300445 -0.001 0.009 -0.004
H 1.867685 -3.131404 -1.801012 0.001 -0.003 -0.003
H 2.361455 -2.184528 0.431933 -0.038 -0.018 -0.006
S 1.484220 1.470535 -3.759953 0.024 0.043 -0.022
C 1.682897 1.505781 -2.073999 -0.104 0.107 0.102
N 0.647884 1.161319 -1.360322 0.104 0.037 -0.291
C -0.444014 0.827833 -2.182169 0.087 0.038 -0.094
C -1.716070 0.415661 -1.774487 0.062 -0.028 -0.027
C -2.643404 0.119286 -2.748380 -0.008 0.006 0.018
C -2.335135 0.224435 -4.111236 -0.002 0.004 -0.008
C -1.088139 0.634443 -4.525237 0.000 -0.004 -0.021
C -0.146127 0.934247 -3.543058 -0.040 0.009 0.044
H 2.616410 1.805337 -1.624856 0.027 0.009 -0.019
H -1.966885 0.346935 -0.726635 -0.002 -0.025 0.027
H -3.635139 -0.195568 -2.453876 0.002 -0.006 0.009
H -3.088951 -0.014994 -4.848537 -0.001 -0.001 0.000
H -0.847142 0.721914 -5.575636 0.006 0.005 0.001
C 3.957710 -0.026108 0.078023 -0.024 -0.053 -0.002
O 3.582387 1.044758 0.971819 0.079 0.066 -0.272
C 2.347905 1.325608 1.190284 0.029 -0.783 0.112
C 2.215368 2.451480 2.157064 -0.014 -0.011 0.018
H 4.344911 -0.841911 0.683417 0.005 0.026 0.023
H 4.745173 0.363214 -0.560758 0.001 0.019 0.004
H 3.085206 -0.344006 -0.488631 0.015 -0.008 0.004
H 3.180028 2.880680 2.421072 -0.002 0.018 0.011
H 1.712907 2.060728 3.047304 0.035 -0.005 0.005
H 1.539821 3.205881 1.751650 0.020 0.007 -0.014
```
Forces are in eV/Å.

=====

# 2
Here is 2 unconnected molecules or ions with the total composition C22H22N4O2 from the OMol25 dataset. Energies are from wB97M-V/def2-TZVPD.

ΔE to the lowest compared entry with this formula, charge and spin = 202.2 kcal/mol

XYZ file:
```
50
Properties=species:S:1:pos:R:3:forces:R:3
C 1.490814 -0.726553 1.830617 0.016 0.910 -0.046
C 1.277744 -1.761323 0.916208 -0.140 -0.116 0.298
C -0.017078 -2.128981 0.389234 1.772 -1.147 -0.589
N -1.076889 -1.235072 0.576882 -1.597 1.946 0.377
C -0.953902 0.130771 0.625282 -1.625 -1.726 2.284
N -2.175804 0.630146 0.914644 0.069 -0.750 0.082
C -2.465950 1.984943 1.336465 -0.146 0.397 0.149
C -3.094447 -0.399821 0.965210 0.064 0.340 0.059
C -2.424280 -1.553285 0.760446 0.724 0.083 0.132
C -0.176517 -3.256698 -0.430507 0.856 -0.072 -0.044
C -1.475918 -3.647566 -1.062821 -0.235 -0.409 -0.407
C 0.950712 -4.037548 -0.731797 -0.620 0.025 0.007
C 2.231632 -3.684212 -0.284862 -0.055 0.636 0.172
C 3.412559 -4.532932 -0.666973 0.168 -0.018 -0.019
C 2.390460 -2.546068 0.491160 -0.189 -0.583 -0.668
H 2.510812 -0.372856 1.974427 -0.199 -0.334 0.372
H -0.035792 0.605456 0.961666 0.356 -0.224 -0.393
H 0.741578 -0.446569 2.571367 0.157 0.061 -0.226
H -1.704633 2.676259 0.963520 -0.174 -0.228 0.061
H -3.446839 2.277927 0.944420 0.258 -0.037 0.038
H -2.493928 2.047474 2.435050 0.048 -0.063 -0.354
H -4.137592 -0.232287 1.179497 0.101 0.046 -0.110
H -2.788557 -2.567435 0.780613 0.173 0.256 -0.098
H -1.272824 -4.429520 -1.805702 -0.109 0.180 0.179
H -2.186312 -4.077494 -0.343924 0.111 0.084 -0.186
H -1.935980 -2.809114 -1.600311 -0.033 -0.228 0.278
H 0.820236 -4.920562 -1.364473 0.040 0.271 0.242
H 4.303208 -4.208158 -0.120343 -0.079 -0.120 -0.113
H 3.229373 -5.591628 -0.442381 0.038 0.216 -0.028
H 3.623847 -4.457628 -1.742274 -0.060 -0.009 0.200
H 3.387812 -2.254439 0.824119 -0.283 -0.107 0.067
N 2.317996 7.014788 1.826471 -0.952 -2.179 -1.206
C 1.901380 6.058072 1.293560 0.919 2.106 1.201
C 1.385194 4.890621 0.633098 0.037 -0.616 -0.115
C 2.040261 3.655728 0.754351 0.098 0.238 0.036
C 1.544802 2.533617 0.102321 -0.375 -0.249 -0.282
C 0.348700 2.602246 -0.650693 0.256 0.736 0.140
C -0.239264 1.376948 -1.193050 -0.425 0.687 -2.888
C -1.410115 1.370711 -1.932455 1.690 1.370 1.117
N -1.993656 0.145227 -2.235953 -0.558 -3.645 -1.819
O -3.220409 0.040623 -2.510540 2.330 0.860 0.749
O -1.215931 -0.856910 -2.276870 -1.571 1.960 0.196
C -0.272758 3.862459 -0.809137 0.313 0.053 0.429
C 0.235934 4.986468 -0.157920 -0.410 -0.084 -0.459
H 2.946426 3.587131 1.359465 -0.286 -0.001 -0.228
H 2.070381 1.576819 0.171493 -0.224 0.279 0.136
H 0.425068 0.507384 -1.245190 -0.560 0.010 0.419
H -1.947874 2.259004 -2.267130 -0.167 -0.527 0.515
H -1.160879 3.961707 -1.437371 0.275 0.043 0.331
H -0.262801 5.952132 -0.268908 0.201 -0.320 0.016
```
Forces are in eV/Å.

=====

# 3
Here is a molecular structure, C22H22N6OPd from the OMol25 dataset. Energies are from wB97M-V/def2-TZVPD.

XYZ file:
```
52
Properties=species:S:1:pos:R:3:forces:R:3
Pd -0.006800 0.021600 -0.110200 -0.183 -0.608 -0.106
N 4.345800 -0.135100 -0.169000 -0.609 -0.414 -0.103
C 3.043900 -0.544100 -0.303000 0.070 0.377 0.081
N 2.035700 0.267300 -0.284600 0.417 -0.877 -0.023
C 2.252700 1.645000 -0.181800 -0.209 1.174 0.184
N 1.209000 2.462500 -0.120300 0.590 0.027 -0.027
N 0.055100 1.894600 -0.155800 1.427 -0.294 -0.083
C -1.143700 2.495000 -0.064800 -2.342 0.892 0.086
C -2.242000 1.652900 -0.049200 0.864 1.193 0.025
C -3.599400 2.093800 0.000700 -0.575 -0.170 0.070
C -4.614600 1.189600 0.022900 0.373 0.601 -0.016
C -4.316300 -0.190100 -0.033300 0.338 -0.616 0.004
C -2.996300 -0.567800 -0.088000 -0.914 -0.542 0.059
N -1.980900 0.291800 -0.083100 0.281 0.151 0.023
C 3.603300 2.150100 -0.124400 0.183 0.083 0.011
C 3.903400 3.509500 -0.073300 0.161 -0.219 -0.045
C 5.222300 3.936900 0.004100 -0.076 0.096 -0.013
C 6.255000 3.026600 0.038600 0.141 -0.312 0.039
C 5.976400 1.656700 -0.012800 0.007 0.243 -0.032
C 4.670800 1.231200 -0.098900 -0.062 0.578 -0.011
H 5.091400 -0.810700 -0.182000 -0.167 -0.008 -0.061
H 2.890300 -1.608800 -0.428000 -0.099 -0.007 0.102
H -1.217500 3.574300 -0.047600 0.039 -0.045 -0.011
H -3.787800 3.156600 0.029400 -0.035 0.073 0.016
H -5.643300 1.514800 0.082300 -0.061 0.082 -0.029
H -5.105100 -0.926400 -0.025200 0.071 -0.114 -0.022
H -2.738400 -1.623400 -0.132400 0.040 0.089 0.005
H 3.092300 4.217700 -0.101100 -0.111 0.063 0.006
H 5.438400 4.994100 0.030700 0.013 0.111 0.029
H 7.279200 3.357100 0.110200 0.101 0.041 -0.016
H 6.787700 0.941700 0.006500 0.039 -0.112 0.008
O 0.018700 0.160500 2.605800 0.101 -0.069 0.540
C 1.124300 -0.702000 2.841700 0.186 -0.071 0.121
C 0.609400 -2.112900 3.136600 -0.128 0.424 -0.108
C -0.493400 -2.576800 2.170700 0.140 0.168 0.115
C -0.034100 -2.960500 0.790900 -0.359 0.337 0.325
C 0.273200 -4.274600 0.465100 0.145 -0.169 -0.478
C 0.577900 -4.609300 -0.849300 -0.076 0.461 0.362
C 0.573100 -3.601500 -1.804900 0.017 -0.237 0.095
C 0.285100 -2.311900 -1.407300 -0.002 -0.551 -0.581
N -0.009200 -1.996100 -0.140400 0.379 -0.998 -0.609
H 0.305500 1.078900 2.682700 -0.042 -0.100 -0.120
H 1.700400 -0.347500 3.707300 0.018 -0.104 -0.157
H 1.787900 -0.715600 1.963800 -0.102 0.019 0.222
H 0.180600 -2.114300 4.139500 0.007 -0.052 0.033
H 1.454100 -2.802800 3.130100 0.054 -0.070 0.042
H -1.206100 -1.751300 2.081800 -0.052 -0.182 -0.030
H -0.998300 -3.433300 2.623000 -0.029 0.035 -0.114
H 0.257500 -5.034400 1.231600 -0.059 -0.009 0.103
H 0.800400 -5.627600 -1.118500 0.037 -0.181 -0.048
H 0.776200 -3.819300 -2.840200 0.040 0.038 -0.131
H 0.263800 -1.500400 -2.136600 0.012 -0.230 0.268
```
Forces are in eV/Å.

=====

| no. | maximum force (eV/Å) | HOMO (eV) |
| --- | --- | --- |
| 1 | 1.34 | -10.58 |
| 2 | 4.11 | -5.43 |
| 3 | 2.51 | -4.46 |